Record 1
{
  "formula": "C33H40N4P2Pb",
  "method": "wB97M-V/def2-TZVPD",
  "symbols": ["H", "H", "H", "H", "C", "C", "C", "H", "C", "H", "H", "N", "C", "H", "C", "N", "H", "C", "H", "H", "H", "C", "C", "C", "H", "C", "C", "C", "H", "C", "C", "H", "C", "H", "H", "H", "H", "H", "H", "N", "H", "H", "Pb", "H", "H", "C", "C", "H", "C", "C", "N", "C", "H", "C", "H", "C", "P", "H", "H", "H", "H", "H", "C", "C", "C", "H", "H", "C", "H", "C", "C", "H", "H", "C", "C", "H", "P", "C", "H", "C"],
  "positions_angstrom": [[3.125, 2.484, 1.140], [-5.695, -3.124, 0.383], [5.422, 1.512, -2.435], [-3.345, 0.594, 5.884], [0.969, -1.042, -0.343], [-3.048, 2.268, 0.219], [0.751, 2.987, -4.286], [-2.472, 1.450, 3.804], [-3.717, -2.186, 0.396], [1.150, 0.233, -5.213], [-0.044, -2.772, 0.517], [3.203, -1.571, 1.209], [-2.338, 0.365, -0.844], [0.655, -0.245, -1.045], [-2.274, 1.527, 1.104], [-2.755, -2.030, 1.413], [0.590, -1.393, 3.737], [-0.766, -0.315, -4.391], [1.169, -1.089, -4.054], [4.521, -4.584, 1.356], [5.577, -2.819, 3.142], [3.271, -2.884, 0.755], [4.819, -2.615, 2.422], [-1.706, 0.726, -3.824], [-3.500, 1.865, -1.958], [-1.612, 2.048, -3.967], [-0.375, -1.099, 4.145], [4.261, -3.556, 1.474], [-1.038, -1.285, -3.917], [-0.620, 2.670, -4.937], [1.211, 0.788, -3.091], [-1.035, 3.631, -5.275], [-3.047, 1.566, -1.032], [-0.966, -1.946, -0.713], [-2.412, 2.743, -3.616], [-2.108, 1.680, 2.132], [-5.069, -3.825, 2.937], [-2.673, 0.286, -3.506], [1.552, -1.729, -0.997], [-1.960, 0.301, 0.504], [-3.612, 3.163, 0.472], [0.156, 1.365, 2.166], [-0.263, 2.395, -0.948], [-0.454, 2.044, -5.838], [-0.976, -0.466, -5.473], [-0.319, -1.767, 0.166], [-0.755, -1.518, 5.416], [-0.197, -2.304, 5.913], [-1.287, -0.378, 3.303], [-2.511, 0.074, 5.383], [3.266, 0.679, -0.054], [4.752, 1.459, -1.596], [1.520, 2.894, -5.080], [4.152, -1.407, 2.238], [4.872, 3.513, -0.678], [-3.195, -2.756, 2.527], [2.085, -0.325, 0.932], [4.255, -0.460, 2.727], [1.963, 0.287, -2.452], [-3.538, -1.807, -0.598], [-2.224, -1.341, 6.993], [-2.271, -0.512, -1.473], [0.755, -0.074, -4.222], [1.125, 2.160, -3.069], [-1.888, -0.980, 6.031], [3.913, -0.627, -1.660], [2.624, -3.196, -0.035], [4.470, 2.518, -0.656], [-2.543, -2.861, 3.385], [-2.122, 0.459, 4.103], [3.989, 0.350, -1.209], [-0.438, 3.142, 2.003], [1.797, 2.724, -2.390], [3.557, 2.017, 0.271], [-4.775, -2.901, 0.912], [0.741, 4.053, -3.990], [-1.404, -0.994, 1.519], [-4.438, -3.261, 2.257], [1.292, 2.671, 1.828], [0.257, 2.349, 1.647]],
  "mulliken_charge": [0.472, 0.457, 0.495, 0.398, 1.372, -1.469, -1.164, 0.489, -0.080, 0.441, 0.631, 0.692, -0.321, -2.333, -0.244, 0.505, 0.295, -1.241, 0.384, 0.478, 0.483, -0.371, -0.627, -0.347, 0.869, -0.353, -0.345, -0.678, 0.369, -0.713, 0.986, 0.409, -1.107, 0.545, 0.288, 0.076, 0.466, 0.990, 1.310, 0.746, 0.479, 0.311, 1.438, 0.338, 0.401, -1.620, -0.662, 0.435, 1.168, -0.637, 0.685, -0.732, 0.305, -0.691, 0.498, -0.337, -0.333, 0.448, -0.062, 0.342, 0.470, 0.476, -1.176, -0.606, -0.486, 0.593, 0.492, -0.852, 0.399, -0.744, -0.502, 0.346, 0.575, -0.478, -0.664, 0.389, 0.289, -0.686, 0.305, -1.169],
  "multiplicity": 1,
  "charge": 2,
  "orbital_gap_ha": 0.234
}

---

Record 2
{
  "formula": "C33H40N4P2PtSe",
  "method": "wB97M-V/def2-TZVPD",
  "symbols": ["H", "H", "H", "C", "P", "H", "C", "C", "H", "H", "C", "C", "Pt", "C", "H", "C", "C", "N", "H", "C", "C", "H", "C", "H", "N", "H", "C", "H", "C", "H", "H", "P", "C", "H", "H", "H", "H", "C", "C", "C", "C", "C", "N", "H", "H", "H", "H", "H", "H", "H", "H", "C", "C", "C", "H", "C", "Se", "H", "H", "C", "C", "C", "C", "H", "C", "H", "H", "H", "H", "H", "C", "C", "N", "C", "C", "H", "C", "H", "H", "H", "H"],
  "positions_angstrom": [[2.766, 0.176, 1.564], [2.010, 4.777, 0.283], [3.732, 4.246, 0.705], [0.871, 0.974, -5.322], [1.100, 2.691, 1.375], [0.503, 5.197, -3.378], [-4.304, -6.337, 2.720], [-4.406, -7.707, 2.457], [2.262, 2.563, -6.126], [-0.616, 0.199, 0.243], [0.129, 4.222, 3.461], [1.647, 2.170, -5.334], [-1.930, -2.827, 0.714], [-2.012, -6.346, 1.886], [6.021, 2.878, 0.433], [-0.566, -2.988, -1.073], [0.748, -3.643, -0.772], [0.595, 2.026, -3.327], [-5.339, -8.230, 2.678], [0.600, -1.230, 1.262], [5.046, 2.444, 0.640], [-0.449, 0.189, -3.672], [-2.107, -7.723, 1.658], [-0.842, 3.843, 3.189], [2.832, 2.321, 1.190], [-0.098, 5.599, 5.158], [0.885, -4.319, 0.626], [0.678, -0.418, 2.001], [-0.167, -2.352, 1.934], [-3.720, -4.372, -0.556], [1.952, -4.277, 0.922], [-0.194, 2.507, -1.804], [-3.308, -8.400, 1.911], [3.342, 4.358, 2.789], [1.419, 4.404, -1.943], [0.246, 4.666, 0.264], [0.799, 0.253, -6.124], [1.169, 4.074, 0.120], [-3.570, -3.295, -0.393], [-0.560, 5.055, -3.187], [-2.449, 4.018, -2.513], [-1.620, 5.902, -3.468], [1.262, 3.782, 2.757], [1.559, -2.910, -0.926], [-1.641, -1.180, -1.452], [-3.396, -9.469, 1.679], [-3.028, 3.204, -2.095], [1.919, 3.698, -3.717], [-0.205, -4.381, 2.548], [-1.535, 6.871, -3.939], [2.584, 5.961, 4.862], [-3.120, -5.631, 2.387], [0.210, 0.925, -4.102], [1.455, 2.803, -4.110], [-1.182, -3.487, -1.836], [2.370, 4.487, 3.240], [-3.140, -3.735, 2.611], [5.382, 0.225, 0.743], [-0.539, -2.113, 2.942], [-0.007, -0.670, -0.041], [1.953, 5.318, 4.277], [1.287, 3.515, -1.306], [0.534, 5.133, 4.425], [-1.092, -5.804, 1.672], [0.050, -3.728, 1.708], [2.210, 2.912, -1.430], [-3.437, -2.775, -1.358], [1.627, -1.555, 1.068], [0.783, -0.276, -0.699], [0.636, -5.395, 0.513], [-0.901, -1.633, -0.780], [3.362, 1.016, 1.208], [-1.055, 3.907, -2.564], [4.709, 1.070, 0.842], [-2.815, 5.243, -3.054], [0.860, -4.455, -1.508], [3.875, 3.178, 0.808], [-3.829, 5.605, -3.170], [-5.136, -5.787, 3.163], [-4.433, -2.898, 0.165], [-1.230, -8.259, 1.278]],
  "lowdin_spin": [0.001, 0.000, 0.000, 0.000, 0.001, 0.000, 0.046, -0.003, 0.000, 0.003, 0.000, 0.000, 0.204, 0.045, 0.000, 0.046, 0.014, 0.000, -0.001, 0.021, 0.000, 0.000, -0.002, 0.000, 0.000, 0.000, 0.051, 0.002, 0.122, 0.014, 0.021, 0.000, 0.042, 0.000, 0.000, 0.000, 0.000, 0.000, 0.089, 0.000, 0.000, 0.000, 0.000, 0.002, 0.011, 0.002, 0.000, 0.000, 0.021, 0.000, 0.000, 0.075, 0.000, 0.000, 0.005, 0.000, 0.743, 0.000, 0.015, 0.033, 0.000, 0.000, 0.000, 0.007, 0.246, 0.000, 0.001, 0.002, 0.008, 0.003, 0.098, 0.001, 0.000, 0.000, 0.000, 0.001, 0.000, 0.000, 0.003, 0.007, -0.001],
  "multiplicity": 3,
  "orbital_gap_ha": [0.193, 0.210]
}

---

Record 3
{
  "formula": "C33H40N4P2Zr",
  "method": "wB97M-V/def2-TZVPD",
  "symbols": ["C", "H", "H", "H", "C", "C", "H", "H", "C", "H", "H", "C", "H", "C", "C", "C", "C", "H", "N", "C", "H", "C", "P", "C", "H", "C", "H", "C", "H", "H", "N", "C", "C", "C", "C", "H", "C", "H", "C", "H", "C", "H", "C", "C", "H", "H", "H", "H", "P", "C", "H", "H", "C", "H", "H", "N", "H", "Zr", "N", "C", "H", "H", "H", "H", "H", "H", "C", "C", "H", "H", "H", "H", "H", "H", "C", "C", "C", "H", "C", "C"],
  "positions_angstrom": [[-1.935, 3.297, -3.218], [5.448, 1.728, -4.589], [1.230, 2.664, 2.324], [-5.539, -3.267, -4.032], [-1.376, 0.833, 3.144], [-4.887, -2.405, -4.018], [-3.020, -1.805, 8.593], [0.871, 0.817, -4.643], [1.267, 2.466, 3.400], [2.015, 3.149, 3.810], [-3.812, 0.674, -4.723], [-0.922, -0.115, 6.506], [-2.319, 0.267, 3.219], [3.766, 0.304, -4.494], [2.669, -2.395, -5.850], [-0.064, 2.817, 4.090], [1.600, -1.204, 5.638], [2.590, -0.804, 5.390], [-3.149, -1.030, -3.551], [-1.242, 1.113, 8.565], [2.610, -1.496, -6.447], [4.480, 1.328, -2.590], [1.574, -1.174, -3.379], [-2.356, -1.011, 8.241], [-0.572, 1.876, 1.405], [-2.113, 0.116, 9.036], [-1.292, 1.073, -0.816], [2.459, -3.752, -4.060], [-2.089, 4.258, -3.697], [1.101, 0.320, 0.717], [-1.747, 1.063, -2.902], [0.555, -0.008, 1.620], [2.945, -4.523, -5.111], [4.700, 1.211, -4.004], [-4.030, -0.327, -4.386], [2.172, -0.885, 2.863], [-3.664, -2.326, -3.376], [0.138, 3.182, 5.105], [3.082, -3.668, -6.247], [2.541, 1.001, 4.396], [-1.959, 2.064, -3.853], [3.431, -3.933, -7.239], [-1.534, 1.688, -1.669], [-1.663, 3.057, -1.835], [5.017, 1.965, -1.904], [1.114, -0.600, -5.686], [-0.976, -1.602, -5.130], [2.940, 0.262, -1.322], [-1.505, -0.675, -3.002], [1.529, 0.003, 2.800], [0.246, -1.053, 1.413], [3.599, -0.048, -5.502], [0.697, -0.265, -4.732], [-1.934, -2.042, 6.374], [-1.332, 0.138, -5.340], [3.001, -0.170, -3.421], [3.171, -5.582, -5.070], [-0.091, -0.713, 4.339], [2.301, -2.433, -4.503], [-0.741, 0.849, 1.760], [-5.992, -0.864, -5.243], [-1.502, 0.436, 1.068], [0.096, 1.750, 6.978], [-2.103, 1.839, -4.907], [-3.086, -3.050, -2.823], [1.336, -0.836, 6.647], [1.716, 1.061, 3.678], [-5.125, -1.142, -4.657], [2.199, -4.005, -3.045], [-1.761, 1.798, 4.976], [-2.589, 0.221, 10.010], [-0.536, 3.651, 3.554], [1.698, -2.310, 5.723], [-1.045, 1.999, 9.171], [3.435, 0.484, -2.255], [-1.756, -1.145, 6.973], [-0.791, -0.594, -4.725], [-1.562, 3.791, -1.051], [-1.008, 1.659, 4.212], [-0.617, 0.984, 7.307]],
  "mulliken_charge": [-1.125, 0.447, 0.432, 0.421, -0.879, -0.545, 0.399, 0.520, -1.030, 0.464, 0.294, 0.700, 0.777, -0.119, -0.070, -0.927, -1.320, 0.433, 0.301, -0.555, 0.335, -0.609, -0.084, -0.665, 0.287, -0.577, -0.295, -0.445, 0.452, 0.139, 0.411, -0.352, -0.610, -0.659, -0.081, 0.596, -0.446, 0.476, -0.793, 0.458, -0.082, 0.434, 0.102, -0.395, 0.397, 0.384, 0.542, 0.144, -0.205, -0.838, 0.456, 0.245, -0.560, 0.200, 0.402, 0.367, 0.403, 1.119, 0.311, -0.149, 0.444, 0.634, 0.443, 0.422, 0.354, 0.433, 0.068, -0.624, 0.378, 0.785, 0.427, 0.364, 0.463, 0.401, -0.165, -0.610, -1.123, 0.415, -0.778, -0.161],
  "multiplicity": 1,
  "charge": 2,
  "orbital_gap_ha": 0.071
}